{
  "formula": "C18H21FN2O6Pt",
  "method": "wB97M-V/def2-TZVPD",
  "symbols": ["Pt", "C", "C", "C", "C", "C", "C", "C", "F", "C", "C", "C", "O", "C", "C", "N", "C", "C", "O", "O", "H", "H", "H", "H", "H", "H", "H", "H", "H", "H", "H", "C", "C", "O", "C", "C", "H", "H", "H", "H", "H", "H", "H", "H", "H", "H", "O", "N", "O"],
  "coordinates": [[-0.895, -2.604, -0.350], [1.965, 3.660, 2.271], [0.492, 3.659, 1.877], [0.156, 4.934, 1.123], [-1.246, 4.883, 0.540], [-1.335, 3.722, -0.409], [-2.103, 3.759, -1.545], [-2.190, 2.638, -2.370], [-2.962, 2.720, -3.468], [-1.539, 1.479, -2.084], [-0.746, 1.421, -0.928], [-0.118, 0.161, -0.566], [-0.144, -0.804, -1.383], [0.494, 0.109, 0.712], [0.631, 1.266, 1.422], [0.163, 2.465, 1.043], [-0.624, 2.545, -0.103], [1.118, -1.123, 1.337], [2.112, -0.965, 2.029], [0.554, -2.273, 1.135], [2.203, 4.616, 2.737], [2.591, 3.541, 1.385], [2.221, 2.875, 2.981], [-0.125, 3.607, 2.777], [0.882, 5.069, 0.316], [0.267, 5.772, 1.811], [-1.496, 5.812, 0.030], [-1.973, 4.749, 1.347], [-2.663, 4.651, -1.803], [-1.637, 0.600, -2.705], [1.181, 1.227, 2.351], [-0.969, -5.916, -0.307], [0.407, -5.333, -0.090], [0.622, -4.213, -0.972], [1.996, -3.776, -0.958], [2.215, -2.860, -2.137], [-1.206, -6.609, 0.501], [-1.028, -6.443, -1.260], [-1.739, -5.146, -0.297], [1.168, -6.080, -0.323], [0.552, -5.005, 0.941], [2.632, -4.661, -1.020], [2.199, -3.269, -0.015], [1.966, -3.369, -3.070], [3.262, -2.555, -2.172], [1.594, -1.966, -2.050], [-2.756, -3.173, 1.162], [-3.389, -2.222, 0.732], [-2.760, -1.576, -0.177]],
  "charge": 0,
  "spin_multiplicity": 3
}


{
  "formula": "C18H21FN3O4Ti",
  "method": "wB97M-V/def2-TZVPD",
  "symbols": ["Ti", "N", "C", "C", "C", "C", "N", "H", "H", "H", "H", "H", "H", "H", "H", "H", "H", "H", "H", "O", "C", "O", "C", "C", "C", "N", "C", "C", "C", "O", "O", "H", "H", "H", "F", "C", "C", "C", "C", "C", "C", "C", "H", "H", "H", "H", "H", "H"],
  "coordinates": [[0.722, 0.599, 0.032], [0.519, 0.690, 2.346], [1.347, -0.209, 3.157], [2.554, 0.515, 3.745], [3.391, 1.338, 2.759], [3.858, 0.593, 1.513], [2.799, 0.476, 0.507], [0.409, 1.591, 2.798], [-0.421, 0.310, 2.263], [1.672, -1.032, 2.517], [0.784, -0.647, 3.987], [3.193, -0.232, 4.223], [2.205, 1.190, 4.533], [4.279, 1.688, 3.288], [2.837, 2.227, 2.443], [4.189, -0.413, 1.782], [4.726, 1.119, 1.101], [3.156, 0.016, -0.326], [2.503, 1.423, 0.214], [-5.283, -2.545, 0.628], [-4.193, -3.139, 0.575], [-3.913, -4.350, 0.671], [-2.965, -2.225, 0.278], [-1.699, -2.794, 0.119], [-0.599, -1.984, -0.034], [-0.698, -0.637, -0.033], [-1.932, -0.069, 0.073], [-3.071, -0.838, 0.231], [-1.872, 1.440, 0.115], [-2.878, 2.120, 0.183], [-0.649, 1.914, 0.117], [-1.619, -3.873, 0.138], [0.408, -2.372, -0.162], [-4.045, -0.379, 0.335], [-3.458, 0.632, -4.925], [-2.307, 0.619, -4.200], [-1.786, 1.811, -3.742], [-0.601, 1.789, -3.023], [0.078, 0.594, -2.748], [1.348, 0.585, -1.991], [-0.508, -0.590, -3.215], [-1.691, -0.586, -3.937], [-2.308, 2.737, -3.942], [-0.194, 2.717, -2.640], [1.919, 1.504, -2.182], [1.961, -0.279, -2.279], [-0.029, -1.538, -2.998], [-2.136, -1.506, -4.293]],
  "charge": -1,
  "spin_multiplicity": 3
}


{
  "formula": "C18H21IN3O3PtSbSe4",
  "method": "wB97M-V/def2-TZVPD",
  "symbols": ["Pt", "C", "C", "N", "C", "C", "C", "O", "C", "C", "N", "C", "C", "C", "C", "C", "C", "I", "C", "O", "H", "H", "H", "H", "H", "H", "H", "H", "H", "H", "H", "H", "Se", "Sb", "Se", "Se", "Se", "C", "N", "C", "C", "C", "O", "H", "H", "H", "H", "H", "H", "H", "H", "H"],
  "coordinates": [[-0.798, -0.411, 0.105], [1.764, -1.204, -3.814], [2.473, -1.375, -2.517], [3.621, -1.985, -2.497], [4.270, -2.161, -1.341], [3.793, -1.739, -0.124], [4.612, -2.018, 1.113], [3.857, -2.741, 2.071], [2.550, -1.050, -0.077], [2.021, -0.657, 1.179], [0.929, 0.025, 1.452], [0.671, 0.396, 2.767], [1.676, 0.401, 3.756], [1.432, 0.763, 5.063], [0.175, 1.198, 5.450], [-0.825, 1.264, 4.499], [-0.582, 0.862, 3.196], [-2.269, 0.973, 1.895], [1.869, -0.822, -1.322], [0.790, -0.173, -1.431], [2.308, -1.712, -4.602], [1.671, -0.145, -4.046], [0.749, -1.599, -3.738], [5.213, -2.684, -1.427], [4.953, -1.064, 1.552], [5.498, -2.587, 0.815], [4.434, -3.262, 2.635], [2.617, -1.009, 2.014], [2.682, 0.118, 3.487], [2.231, 0.707, 5.790], [-0.032, 1.488, 6.468], [-1.804, 1.637, 4.763], [-4.565, -2.803, 0.550], [-2.373, -3.561, -0.102], [-0.853, -2.552, 2.035], [-1.570, -1.761, -1.804], [1.081, -3.565, 1.961], [-4.660, 2.994, -3.091], [-3.348, 2.616, -2.620], [-2.187, 3.324, -3.120], [-3.136, 1.631, -1.727], [-4.349, 0.898, -1.224], [-1.994, 1.385, -1.345], [-4.589, 3.958, -3.590], [-5.362, 3.087, -2.260], [-5.054, 2.260, -3.801], [-2.452, 3.887, -4.010], [-1.399, 2.611, -3.361], [-1.792, 4.009, -2.365], [-5.023, 0.649, -2.038], [-4.874, 1.520, -0.501], [-4.052, -0.018, -0.720]],
  "charge": 0,
  "spin_multiplicity": 1
}


{
  "formula": "C18H21IrN5O4P",
  "method": "wB97M-V/def2-TZVPD",
  "symbols": ["Ir", "O", "C", "O", "C", "C", "C", "C", "C", "C", "C", "C", "C", "N", "H", "H", "H", "H", "H", "H", "C", "N", "C", "N", "C", "N", "C", "P", "C", "C", "H", "H", "H", "H", "H", "H", "H", "H", "H", "H", "H", "H", "C", "C", "N", "H", "H", "H", "O", "O"],
  "coordinates": [[0.737, -0.045, -0.335], [-0.084, 2.240, 2.957], [0.348, 1.768, 1.938], [0.305, 0.531, 1.573], [1.023, 2.719, 0.947], [1.217, 4.042, 1.336], [1.842, 4.915, 0.474], [2.262, 4.428, -0.781], [2.893, 5.238, -1.733], [3.294, 4.723, -2.990], [3.071, 3.397, -3.294], [2.446, 2.571, -2.361], [2.025, 3.066, -1.094], [1.413, 2.231, -0.242], [0.854, 4.327, 2.315], [2.009, 5.950, 0.745], [3.080, 6.282, -1.509], [3.775, 5.388, -3.694], [3.375, 2.991, -4.248], [2.263, 1.524, -2.568], [2.030, -1.925, -5.154], [2.193, -2.696, -3.914], [1.231, -3.808, -3.856], [-0.110, -3.264, -3.879], [-0.293, -2.447, -5.079], [0.694, -1.366, -5.185], [0.490, -0.320, -4.201], [0.450, -0.938, -2.440], [2.334, -1.958, -2.765], [-0.445, -2.555, -2.659], [2.164, -2.598, -5.999], [2.784, -1.139, -5.192], [1.402, -4.385, -2.949], [1.389, -4.442, -4.727], [-1.295, -2.021, -5.079], [-0.190, -3.088, -5.954], [-0.486, 0.137, -4.380], [1.241, 0.462, -4.332], [2.424, -2.546, -1.855], [3.042, -1.136, -2.841], [-1.513, -2.322, -2.673], [-0.266, -3.191, -1.791], [4.183, -1.919, 2.082], [3.226, -1.301, 1.183], [2.467, -0.813, 0.478], [5.166, -1.935, 1.613], [3.859, -2.937, 2.296], [4.219, -1.346, 3.007], [-1.003, 0.549, -0.991], [-1.182, 0.014, -2.188]],
  "charge": 2,
  "spin_multiplicity": 5
}


{
  "formula": "C18H21N2O3PtSeSi",
  "method": "wB97M-V/def2-TZVPD",
  "symbols": ["Pt", "C", "O", "C", "C", "C", "C", "C", "C", "N", "N", "C", "O", "C", "C", "C", "C", "C", "C", "C", "O", "H", "H", "H", "H", "H", "H", "H", "H", "H", "H", "H", "H", "C", "Si", "C", "C", "Se", "H", "H", "H", "H", "H", "H", "H", "H", "H"],
  "coordinates": [[-0.458, 0.870, 0.196], [2.064, -0.468, -3.136], [3.289, -0.457, -2.401], [3.459, 0.401, -1.351], [4.752, 0.805, -1.115], [5.069, 1.670, -0.062], [4.057, 2.133, 0.737], [2.719, 1.737, 0.539], [1.755, 2.309, 1.454], [0.487, 2.152, 1.360], [-0.345, 2.872, 2.221], [-1.552, 2.373, 2.188], [-1.916, 1.306, 1.544], [-2.594, 3.055, 2.999], [-3.586, 2.304, 3.622], [-4.591, 2.935, 4.339], [-4.620, 4.321, 4.426], [-3.634, 5.072, 3.802], [-2.621, 4.442, 3.094], [2.389, 0.816, -0.497], [1.226, 0.270, -0.705], [2.306, -0.964, -4.075], [1.718, 0.547, -3.340], [1.276, -1.004, -2.615], [5.520, 0.429, -1.780], [6.093, 1.979, 0.100], [4.270, 2.821, 1.548], [2.114, 2.970, 2.239], [-3.564, 1.227, 3.528], [-5.359, 2.345, 4.823], [-5.412, 4.814, 4.977], [-3.659, 6.153, 3.859], [-1.844, 5.012, 2.603], [-4.536, -2.283, -1.504], [-3.917, -0.693, -0.700], [-5.012, 0.712, -1.318], [-4.184, -0.858, 1.148], [-1.809, -0.405, -1.429], [-5.627, -2.351, -1.452], [-4.112, -3.151, -0.996], [-4.236, -2.331, -2.552], [-6.076, 0.466, -1.231], [-4.789, 0.930, -2.364], [-4.820, 1.618, -0.739], [-5.177, -1.281, 1.332], [-4.112, 0.113, 1.633], [-3.432, -1.509, 1.599]],
  "charge": -1,
  "spin_multiplicity": 1
}


Summary of maximum force in eV/Å
0.48 2.74 2.38 0.65 1.05
(order as listed above)
Summary of relative energy (zero: lowest compared OMol25 entry of this formula, charge and spin) in kJ/mol
25.11 116.61 334.80 88.57 43.91
(order as listed above)